(1)
Computed, not measured: a 10-piece molecular cluster, C30H85N5O10 overall, with ωB97M-V/def2-TZVPD.

Properties
2S+1: 2
Kohn-Sham gap (spin up / spin down): 0.27521 / 0.06805 hartree
HOMO level (spin up / spin down): -10.7 / -10.7 eV
Expectation value of S²: 0.755
Total charge: +1

Atoms and positions in Å:
C1 -0.5591 2.8661 4.0535
C2 -1.4058 2.2255 2.9322
O1 -1.0508 3.0239 1.7629
H1 -0.8658 3.8780 4.3182
H2 0.5298 2.9022 4.0179
H3 -0.7932 2.2847 4.9452
H4 -2.4692 2.4231 3.0669
H5 -1.2447 1.1802 2.6682
H6 -0.4805 2.4845 1.2103
C3 2.9961 3.9955 -1.3175
C4 4.0542 2.9204 -1.4117
O2 3.4058 1.7479 -0.9703
H7 3.3906 4.8459 -1.8736
H8 2.6373 4.2830 -0.3292
H9 2.1380 3.6421 -1.8892
H10 4.9530 3.0191 -0.8031
H11 4.3018 2.6792 -2.4454
H12 4.0550 1.1811 -0.5473
C5 1.0988 -0.8294 3.9953
C6 1.1446 -2.3006 3.7383
O3 2.4601 -2.7556 3.6886
H13 1.6197 -0.1987 3.2748
H14 1.3861 -0.5727 5.0149
H15 0.0373 -0.5822 3.9813
H16 0.6953 -2.4488 2.7564
H17 0.6415 -2.8642 4.5240
H18 2.3226 -3.6952 3.5478
C7 -7.7403 -0.1168 0.8269
C8 -6.6030 -1.0055 0.4358
O4 -7.0281 -2.3395 0.4482
H19 -8.1069 -0.2566 1.8438
H20 -8.6545 -0.1772 0.2364
H21 -7.3632 0.9051 0.8663
H22 -5.7040 -0.7528 0.9980
H23 -6.4305 -0.8628 -0.6309
H24 -6.4028 -2.9597 0.0662
C9 6.5364 -1.2068 -1.3774
C10 5.2766 -1.1363 -0.5142
O5 5.3919 0.0461 0.2388
H25 6.6875 -0.2230 -1.8215
H26 6.3928 -1.8534 -2.2430
H27 7.4053 -1.5476 -0.8144
H28 5.2540 -2.0231 0.1191
H29 4.3088 -1.1444 -1.0155
H30 4.8576 -0.1000 1.0229
C11 -1.3947 -5.8690 -0.3811
C12 -0.5745 -5.3124 0.8224
C13 -1.3274 -4.9152 2.0902
O6 -2.4514 -4.1476 1.6194
C14 -2.1484 -2.8265 1.0634
N1 0.5484 -6.2302 1.0149
H31 -1.8937 -6.8095 -0.1476
H32 -0.8146 -6.2054 -1.2404
H33 -2.1965 -5.1920 -0.6761
H34 -0.0654 -4.3760 0.5944
H35 -0.7166 -4.4676 2.8742
H36 -1.6538 -5.8512 2.5435
H37 -1.7575 -2.7834 0.0468
H38 -1.4463 -2.3654 1.7582
H39 -3.0502 -2.2145 1.0492
H40 1.1104 -5.8318 1.7535
H41 1.1377 -6.1904 0.1956
C15 -0.0457 2.1123 -3.8351
C16 -1.5948 1.9774 -3.6185
C17 -2.2319 3.2372 -3.0491
O7 -1.5731 3.6488 -1.8410
C18 -2.0197 4.8227 -1.2538
N2 -2.2373 1.6737 -4.8832
H42 0.3467 1.1494 -4.1620
H43 0.5603 2.4281 -2.9859
H44 0.1463 2.8293 -4.6333
H45 -1.7831 1.1644 -2.9173
H46 -3.2877 3.1481 -2.7936
H47 -2.0891 4.0826 -3.7221
H48 -1.6188 5.0244 -0.2605
H49 -3.0944 4.7867 -1.0755
H50 -1.8596 5.6483 -1.9473
H51 -1.8094 2.3423 -5.5077
H52 -3.1636 2.0763 -4.8863
C19 2.2683 2.4843 6.1805
C20 3.5344 3.2247 5.7683
C21 3.4756 3.6106 4.2934
O8 3.4599 2.3998 3.5240
C22 3.1406 2.5521 2.1827
N3 3.6721 4.4310 6.5551
H53 2.4439 2.1663 7.2082
H54 2.1294 1.6660 5.4740
H55 1.3984 3.1387 6.1247
H56 4.3712 2.5472 5.9382
H57 4.2843 4.2667 3.9713
H58 2.5497 4.1025 3.9951
H59 3.1016 1.5903 1.6715
H60 3.9221 3.0880 1.6439
H61 2.1595 2.9847 1.9867
H62 4.5722 4.8503 6.3702
H63 3.6516 4.3031 7.5568
C23 0.6321 -0.5209 0.1788
C24 -0.0995 0.5983 -0.5892
C25 -1.6844 0.5880 -0.5230
O9 -2.2779 -0.5304 -1.1568
C26 -3.6620 -0.3622 -1.2597
N4 0.4458 1.8880 -0.2170
H64 0.2050 -1.4640 -0.1622
H65 0.4123 -0.4520 1.2442
H66 1.7037 -0.5503 -0.0186
H67 0.0946 0.2735 -1.6114
H68 -2.0170 1.5861 -0.8080
H69 -1.8979 0.5155 0.5434
H70 -4.1898 -0.4021 -0.3068
H71 -4.1113 -1.1732 -1.8327
H72 -3.8346 0.5551 -1.8226
H73 1.4333 1.8572 -0.4264
H74 -0.0361 2.6162 -0.7246
C27 -1.9895 -3.5305 -3.6019
C28 -1.3068 -2.2583 -4.1748
C29 -0.5803 -2.6699 -5.4697
O10 0.6789 -3.3807 -5.1613
C30 1.4899 -3.5893 -6.3061
N5 -2.3112 -1.2736 -4.4789
H75 -2.5224 -4.1414 -4.3306
H76 -2.6250 -3.2796 -2.7526
H77 -1.2566 -4.2530 -3.2428
H78 -0.6933 -1.8636 -3.3649
H79 -0.3443 -1.7493 -6.0036
H80 -1.1719 -3.2860 -6.1469
H81 2.4186 -3.0499 -6.1199
H82 1.1179 -3.1666 -7.2394
H83 1.6154 -4.6592 -6.4725
H84 -2.8504 -1.0777 -3.6477
H85 -1.9469 -0.3458 -4.6421



(2)
Computed, not measured: a 9-piece molecular cluster, C30H85N7O9 overall, with ωB97M-V/def2-TZVPD.

Properties
Structure (SMILES): COC[C@H](C)N.COC[C@H](C)N.COC[C@H](C)N.COC[C@H](C)N.COC[C@H](C)N.COC[C@H](C)N.COC[C@H](C)N.CO.CO
Kohn-Sham gap: 0.33003 hartree
HOMO level: -8.7 eV

Atoms and positions in Å:
C1 6.9281 7.4658 -11.0254
O1 6.8481 8.8527 -11.1779
C2 6.6074 9.5348 -9.9422
C3 6.8683 10.9597 -10.0981
C4 5.8290 11.7542 -10.8630
N1 8.1962 11.1941 -10.7692
H1 7.6915 7.2302 -10.2840
H2 7.2712 6.8431 -11.8516
H3 5.9639 7.1535 -10.6242
H4 5.5918 9.5088 -9.5472
H5 7.3525 9.1988 -9.2212
H6 6.8835 11.3980 -9.1002
H7 5.5610 11.3159 -11.8243
H8 6.0623 12.7978 -11.0743
H9 4.8943 11.7876 -10.3033
H10 8.9536 10.7276 -10.2908
H11 8.2621 10.5955 -11.5801
C5 6.1666 21.6132 -7.3724
O2 5.8083 22.9429 -6.9424
C6 4.9411 23.6071 -7.8823
C7 4.9094 25.1858 -7.8205
C8 3.9420 25.8118 -6.8373
N2 4.5045 25.7706 -9.0898
H12 6.7879 21.1234 -6.6226
H13 6.6765 21.6160 -8.3358
H14 5.2963 20.9576 -7.4014
H15 5.3975 23.4109 -8.8525
H16 3.9401 23.1757 -7.8780
H17 5.8936 25.5770 -7.5629
H18 2.9451 25.6199 -7.2340
H19 4.1142 26.8853 -6.7593
H20 3.7886 25.3687 -5.8533
H21 4.5145 26.7767 -9.1780
H22 3.5533 25.4910 -9.2826
C9 -0.7749 6.2166 -13.2785
O3 -0.0102 5.1685 -13.8402
C10 1.0897 5.5947 -14.6300
C11 1.9734 4.3817 -15.1021
C12 2.4468 3.4406 -13.9694
N3 3.1020 4.8758 -15.8868
H23 -1.4112 5.9817 -12.4252
H24 -1.3958 6.5049 -14.1267
H25 -0.1440 7.0637 -13.0093
H26 0.6430 6.2351 -15.3904
H27 1.8564 6.1974 -14.1432
H28 1.2963 3.8355 -15.7590
H29 2.9568 4.0645 -13.2353
H30 3.2032 2.6974 -14.2214
H31 1.5421 3.0935 -13.4702
H32 3.7002 4.1264 -16.2041
H33 3.7370 5.3182 -15.2377
C13 1.2324 21.2407 -1.1856
O4 0.5753 20.0236 -0.8787
C14 1.4069 18.9958 -0.5207
C15 0.4684 17.8952 -0.1012
C16 -0.2418 18.2844 1.2417
N4 1.2663 16.6045 -0.0196
H34 1.8618 21.6609 -0.4011
H35 0.4595 21.9732 -1.4182
H36 1.6544 21.0774 -2.1772
H37 2.0597 18.7003 -1.3420
H38 2.1140 19.2858 0.2565
H39 -0.2829 17.7026 -0.8671
H40 0.4481 18.0082 2.0391
H41 -1.1548 17.7125 1.4075
H42 -0.4434 19.3553 1.2647
H43 1.6532 16.3547 -0.9185
H44 2.0227 16.6547 0.6477
C17 2.2881 14.6549 -6.0273
O5 1.2600 13.8014 -5.5611
C18 1.1515 12.5677 -6.3517
C19 0.1889 11.5706 -5.6183
C20 0.3888 10.1439 -6.2126
N5 -1.2058 11.9984 -5.6703
H45 3.2889 14.2345 -5.9290
H46 2.2174 15.5199 -5.3677
H47 2.1303 15.0744 -7.0209
H48 0.8276 12.6667 -7.3877
H49 2.1303 12.0892 -6.3175
H50 0.4910 11.5047 -4.5731
H51 -0.0612 9.3043 -5.6830
H52 1.3958 9.8173 -5.9533
H53 0.1677 10.1118 -7.2795
H54 -1.4004 12.2217 -6.6359
H55 -1.2731 12.8630 -5.1526
C21 -3.4680 12.1499 1.4009
O6 -4.1502 11.4989 2.4146
C22 -3.5932 11.9602 3.6366
C23 -4.2222 11.2490 4.8076
C24 -5.5738 11.8872 5.0652
N6 -3.4259 11.4314 6.0717
H56 -3.6548 13.2218 1.3360
H57 -3.9731 11.7683 0.5135
H58 -2.4121 11.8867 1.3372
H59 -2.5399 11.6914 3.7157
H60 -3.5215 13.0469 3.6826
H61 -4.5138 10.2463 4.4951
H62 -6.1222 11.5948 5.9607
H63 -6.2932 11.6628 4.2776
H64 -5.4069 12.9625 5.1279
H65 -4.0393 11.3070 6.8644
H66 -3.2443 12.4249 6.0689
C25 -7.3862 4.1327 -7.4666
O7 -7.0327 5.4230 -6.9977
C26 -6.6760 5.4396 -5.5931
C27 -5.4341 6.3508 -5.4057
C28 -4.7729 6.3543 -4.0421
N7 -5.8966 7.6853 -5.7238
H67 -7.2913 4.3360 -8.5332
H68 -8.4114 3.8673 -7.2082
H69 -6.7338 3.2742 -7.3071
H70 -7.5198 5.6752 -4.9444
H71 -6.4008 4.4279 -5.2949
H72 -4.6027 6.1901 -6.0920
H73 -3.9554 5.6407 -3.9398
H74 -5.5746 5.9899 -3.3998
H75 -4.5229 7.3778 -3.7627
H76 -5.1340 8.3451 -5.7795
H77 -6.3892 7.7312 -6.6044
C29 6.7433 16.6516 -0.7994
O8 6.5154 15.2417 -0.7393
H78 6.0119 17.1660 -0.1760
H79 7.7377 16.9972 -0.5168
H80 6.5887 17.0610 -1.7978
H81 7.3207 14.7386 -0.8812
C30 -2.0801 13.2189 -12.3628
O9 -2.9754 13.1213 -11.2402
H82 -1.2928 12.4650 -12.3683
H83 -2.5716 13.2476 -13.3352
H84 -1.3901 14.0454 -12.1929
H85 -3.3614 13.9967 -11.1619



(3)
Computed, not measured: a 14-piece molecular cluster, C30H86N5O14 overall, with ωB97M-V/def2-TZVPD.

Properties
Kohn-Sham gap: 0.32742 hartree
HOMO level: -11.5 eV
Total charge: +1

Atoms and positions in Å:
C1 -1.7592 2.1853 -3.0955
C2 -0.5353 3.0432 -3.7367
C3 0.9727 2.5803 -3.4662
C4 1.3418 1.6507 -2.1940
C5 0.9375 0.1112 -2.5709
N1 1.3983 -0.9484 -1.5977
C6 3.0025 1.5598 -2.4378
C7 3.7343 1.2110 -1.0179
N2 2.6163 1.6688 -0.0553
C8 2.6111 0.7034 1.0913
C9 4.1031 0.5452 1.8346
O1 5.0114 -0.3942 1.4474
N3 4.5304 1.3838 3.0358
C10 3.8772 2.7452 3.0527
C11 6.0323 1.4401 3.1948
C12 1.2865 2.1944 -0.6457
C13 1.6108 3.8260 -0.4259
C14 0.4805 4.8373 -1.0276
N4 0.8419 6.0338 -1.6601
C15 -0.0430 2.0190 0.2755
C16 -0.6939 0.5253 0.3977
C17 -0.4693 -0.5117 1.6940
N5 -1.5835 -0.0036 -0.5482
H1 -2.7662 2.7313 -3.4359
H2 -1.8748 1.0783 -3.5278
H3 -1.7625 2.2317 -1.9278
H4 -0.7076 3.0282 -4.9199
H5 -0.7284 4.1845 -3.4421
H6 1.6547 3.5585 -3.3980
H7 1.3710 2.0169 -4.4410
H8 -0.1953 -0.0840 -2.7791
H9 1.4920 -0.1311 -3.6012
H10 2.2098 -1.4453 -2.0732
H11 0.6234 -1.6742 -1.5708
H12 3.4930 2.6149 -2.7059
H13 3.3860 0.9060 -3.3284
H14 4.7742 1.7809 -0.9419
H15 3.8727 0.0375 -1.0176
H16 3.1207 2.4993 0.3821
H17 1.8878 1.0004 1.9937
H18 2.3058 -0.4079 0.8156
H19 4.2434 3.3253 2.0871
H20 4.2741 3.3761 3.9746
H21 2.6975 2.7164 3.0992
H22 6.2354 2.0827 4.1806
H23 6.5138 0.3750 3.4371
H24 6.5825 1.9846 2.3110
H25 2.6266 4.1051 -0.9891
H26 1.6879 4.0891 0.7370
H27 -0.6956 4.6319 -1.0225
H28 1.9031 6.0240 -1.6047
H29 0.2758 2.3299 1.3844
H30 -0.9482 2.7352 0.0208
H31 -1.4153 -1.1656 1.9189
H32 0.3694 -1.2667 1.3256
H33 -0.0244 0.0368 2.6312
H34 -1.8714 -0.9676 -0.2691
C18 -4.2372 -2.5478 0.0128
O2 -3.2242 -3.4094 0.4985
H35 -3.9359 -2.1599 -0.9631
H36 -5.1714 -3.1049 -0.0915
H37 -4.3726 -1.7152 0.7075
H38 -3.5194 -3.7378 1.3647
C19 0.9376 4.8701 4.1669
O3 0.4454 4.4274 2.9155
H39 1.1514 4.0004 4.7925
H40 1.8562 5.4426 4.0163
H41 0.1842 5.4921 4.6565
H42 0.2649 5.2204 2.3826
C20 -0.4793 -6.0216 1.5682
O4 -0.3340 -4.9059 0.7089
H43 0.3646 -6.6986 1.4173
H44 -0.4909 -5.6833 2.6072
H45 -1.4098 -6.5445 1.3337
H46 -1.0967 -4.3234 0.8653
C21 -0.2558 -1.5259 -5.6719
O5 -1.0740 -1.0308 -4.6280
H47 0.2587 -0.6880 -6.1479
H48 0.4830 -2.2178 -5.2601
H49 -0.8769 -2.0371 -6.4116
H50 -1.5172 -1.7964 -4.2247
C22 5.6891 5.9911 1.0566
O6 4.6794 5.0695 0.6885
H51 6.5850 5.4386 1.3491
H52 5.9229 6.6359 0.2058
H53 5.3437 6.5939 1.9001
H54 3.8977 5.5886 0.4341
C23 -6.2967 -6.0549 -1.1620
O7 -7.1149 -5.5598 -0.1181
H55 -5.7822 -5.2170 -1.6380
H56 -5.5579 -6.7468 -0.7502
H57 -6.9178 -6.5661 -1.9017
H58 -7.5581 -6.3254 0.2852
C24 -2.6690 7.8127 -0.3211
O8 -1.7911 7.9838 -1.4185
H59 -3.6624 8.1705 -0.6017
H60 -2.7259 6.7530 -0.0607
H61 -2.3039 8.3895 0.5322
H62 -0.9185 7.6578 -1.1400
C25 -5.7933 0.6524 -1.0043
O9 -4.9154 0.8235 -2.1017
H63 -6.7867 1.0102 -1.2848
H64 -5.8502 -0.4073 -0.7439
H65 -5.4282 1.2292 -0.1510
H66 -4.0427 0.4975 -1.8231
C26 -2.8025 -7.7580 -2.2780
O10 -4.1958 -7.9954 -2.3613
H67 -2.5703 -7.3484 -1.2922
H68 -2.2630 -8.6982 -2.4158
H69 -2.5076 -7.0401 -3.0473
H70 -4.3714 -8.3582 -3.2461
C27 -2.2664 8.7893 3.8690
O11 -3.0530 7.8182 3.2036
H71 -1.2582 8.7789 3.4484
H72 -2.7086 9.7782 3.7257
H73 -2.2168 8.5515 4.9345
H74 -3.9411 7.8508 3.5979
C28 3.8910 -5.8315 1.4188
O12 2.8813 -6.7531 1.0508
H75 4.7868 -6.3840 1.7114
H76 4.1247 -5.1867 0.5681
H77 3.5455 -5.2287 2.2624
H78 2.0995 -6.2340 0.7963
C29 1.6792 -2.6895 4.2474
O13 2.3080 -1.4585 4.5533
H79 1.1516 -3.0489 5.1339
H80 0.9636 -2.5421 3.4349
H81 2.4346 -3.4225 3.9534
H82 2.7676 -1.1646 3.7485
C30 -2.3818 -11.6308 -0.9380
O14 -1.5039 -11.4596 -2.0354
H83 -3.3752 -11.2730 -1.2185
H84 -2.4387 -12.6905 -0.6775
H85 -2.0167 -11.0540 -0.0846
H86 -0.6313 -11.7856 -1.7568



The calculation returns the following energy relative to the best compared isomer or geometry (same formula, charge and spin) values, one per record and in order: 0.780 4.904 5.683 eV.